1.
The following is a DFT calculation (ωB97M-V with the def2-TZVPD basis set) of a structure of composition C28H33AsN2O10P2Pd.

Total energy (eV): -135931.9524
Kohn-Sham gap (hartree): 0.199
Relative energy (zero: lowest compared OMol25 entry of this formula, charge and spin) (kcal/mol): 15.2
Net charge: -2

Last column: Löwdin charge in e.
Geometry (Å):
1 Pd 0.242 -0.634 -0.474  0.4252
2 C -1.740 -5.020 -1.054  -0.0850
3 C -1.235 -3.690 -1.595  -0.5955
4 O -1.449 -3.678 -3.021  -0.0917
5 P 0.576 -3.520 -1.402  0.4537
6 O 1.125 -5.037 -1.622  -0.1477
7 O 0.926 -3.389 0.136  -0.1490
8 O 1.219 -2.636 -2.395  -0.2894
9 P -2.195 -2.277 -0.868  0.2891
10 O -3.727 -2.707 -1.269  -0.1637
11 O -2.070 -2.320 0.609  -0.2978
12 O -1.851 -1.083 -1.726  -0.3442
13 H -1.249 -5.850 -1.561  0.0674
14 H -2.816 -5.077 -1.218  0.0725
15 H -1.544 -5.081 0.016  0.0825
16 H -1.284 -2.755 -3.272  0.0697
17 H 1.704 -4.990 -2.390  0.0669
18 H 0.706 -2.525 0.573  0.0472
19 H -3.929 -2.261 -2.098  0.0545
20 C 3.388 6.064 -2.367  -0.1316
21 C 2.010 6.045 -2.543  -0.1163
22 C 1.260 4.973 -2.077  -0.1176
23 C 1.862 3.892 -1.431  -0.3731
24 C 3.247 3.927 -1.261  -0.1230
25 C 4.001 4.999 -1.723  -0.1131
26 As 0.770 2.442 -0.597  1.3454
27 C -0.517 2.235 -2.042  -0.4022
28 C -1.666 3.020 -1.951  -0.1501
29 C -2.653 2.947 -2.925  -0.1050
30 C -2.508 2.066 -3.988  -0.1141
31 C -1.386 1.252 -4.060  -0.0979
32 C -0.396 1.332 -3.091  -0.1132
33 C 1.999 0.957 -0.903  -0.4681
34 C 2.227 0.111 0.201  -0.2515
35 C 3.160 -0.942 0.083  -0.1043
36 C 3.853 -1.137 -1.088  -0.1271
37 C 3.640 -0.288 -2.182  -0.1266
38 C 2.720 0.734 -2.095  -0.1560
39 H 3.976 6.898 -2.731  0.0836
40 H 1.516 6.867 -3.049  0.0884
41 H 0.189 4.967 -2.236  0.0826
42 H 3.743 3.099 -0.771  0.0948
43 H 5.077 4.995 -1.583  0.0896
44 H -1.807 3.654 -1.084  0.0905
45 H -3.548 3.551 -2.835  0.0886
46 H -3.287 1.987 -4.738  0.0857
47 H -1.294 0.524 -4.857  0.0959
48 H 0.452 0.653 -3.124  0.0821
49 H 1.782 0.325 1.165  0.0596
50 H 3.303 -1.594 0.936  0.0998
51 H 4.551 -1.961 -1.175  0.0895
52 H 4.175 -0.453 -3.110  0.0868
53 H 2.559 1.387 -2.947  0.0977
54 C -0.281 1.507 4.890  -0.0828
55 C -0.361 0.016 5.206  -0.1811
56 C -0.998 -0.846 4.095  -0.3105
57 C -0.985 -2.307 4.559  -0.1943
58 C -1.633 -3.280 3.583  -0.0823
59 C -2.428 -0.384 3.927  -0.4464
60 O -3.286 -0.575 4.782  0.0385
61 N -2.684 0.300 2.794  0.2087
62 C -1.753 0.649 1.771  -0.5550
63 O -2.165 1.428 0.928  0.0089
64 N -0.508 0.132 1.815  0.1289
65 C -0.131 -0.668 2.825  -0.4746
66 O 0.961 -1.246 2.832  0.0105
67 H 0.192 2.052 5.711  0.0623
68 H -1.275 1.934 4.736  0.0753
69 H 0.300 1.686 3.984  0.0762
70 H -0.941 -0.145 6.118  0.1114
71 H 0.643 -0.384 5.365  0.1145
72 H -1.497 -2.346 5.525  0.1077
73 H 0.062 -2.574 4.714  0.1082
74 H -2.701 -3.080 3.477  0.0759
75 H -1.516 -4.309 3.932  0.0648
76 H -1.203 -3.200 2.584  0.0501
77 H -3.622 0.644 2.653  0.1505

2.
The following is a DFT calculation (ωB97M-V with the def2-TZVPD basis set) of a structure of composition C28H33BrGaN5OS2.

Total energy (eV): -183145.5424
Kohn-Sham gap (hartree): 0.259
Relative energy (zero: lowest compared OMol25 entry of this formula, charge and spin) (kcal/mol): 20.5
Net charge: +2

Last column: Löwdin charge in e.
Geometry (Å):
1 Ga 0.395 0.220 1.171  0.2878
2 C 1.441 -1.743 4.206  -0.0018
3 C 1.908 -1.437 2.825  -0.2756
4 N 2.062 -0.177 2.505  0.0128
5 N 3.033 0.018 1.509  -0.0349
6 C 2.926 1.038 0.750  -1.0197
7 S 1.470 2.066 0.643  0.6991
8 S 4.161 1.506 -0.380  0.9522
9 C 5.416 0.219 -0.092  -0.3794
10 C 5.380 -0.894 -1.109  -0.2893
11 C 5.286 -0.645 -2.477  -0.0692
12 C 5.300 -1.692 -3.386  -0.0790
13 C 5.416 -3.003 -2.939  -0.0796
14 C 5.510 -3.258 -1.580  -0.0824
15 C 5.486 -2.208 -0.670  -0.0433
16 C 2.157 -2.484 1.845  -0.1274
17 C 2.881 -3.645 2.128  -0.0097
18 C 3.084 -4.602 1.156  -0.0661
19 C 2.542 -4.407 -0.112  -0.0569
20 C 1.772 -3.294 -0.395  0.0057
21 C 1.550 -2.327 0.577  -0.2798
22 O 0.701 -1.317 0.276  -0.0967
23 H 0.958 -0.878 4.661  0.0946
24 H 2.334 -1.951 4.805  0.1153
25 H 0.812 -2.631 4.249  0.0925
26 H 5.225 -0.168 0.905  0.0697
27 H 6.374 0.738 -0.084  0.0938
28 H 5.214 0.377 -2.836  0.0992
29 H 5.239 -1.483 -4.447  0.1045
30 H 5.446 -3.820 -3.649  0.1073
31 H 5.612 -4.276 -1.224  0.1077
32 H 5.559 -2.414 0.393  0.1161
33 H 3.321 -3.765 3.111  0.1258
34 H 3.656 -5.493 1.378  0.1151
35 H 2.719 -5.137 -0.891  0.1179
36 H 1.333 -3.151 -1.374  0.1206
37 C -2.585 -1.968 5.064  -0.0114
38 C -2.431 -0.826 4.099  -0.2071
39 C -3.227 0.316 4.174  0.0450
40 C -3.075 1.353 3.269  -0.0469
41 C -2.096 1.233 2.308  -0.6653
42 Br -1.897 2.537 0.968  0.8999
43 N -1.290 0.163 2.238  -0.0125
44 C -1.477 -0.853 3.105  -0.0383
45 H -3.637 -2.167 5.261  0.0969
46 H -2.116 -1.718 6.017  0.1030
47 H -2.126 -2.880 4.686  0.0896
48 H -3.986 0.385 4.944  0.1444
49 H -3.703 2.231 3.299  0.1248
50 H -0.839 -1.713 2.961  0.1238
51 C -0.868 3.018 -3.769  -0.0460
52 C -0.182 2.509 -2.478  -0.1614
53 N -0.375 1.064 -2.334  -0.1520
54 C 0.356 0.362 -3.389  -0.1195
55 C -0.039 0.925 -4.776  -0.0464
56 N -1.248 1.803 -4.572  -0.0837
57 C -2.325 1.033 -3.859  -0.0497
58 C -1.801 0.745 -2.432  -0.1409
59 H -0.213 3.634 -4.380  0.1398
60 H -1.782 3.574 -3.570  0.1383
61 H -0.595 3.016 -1.606  0.0768
62 H 0.886 2.715 -2.496  0.1240
63 H 0.128 -0.700 -3.319  0.1319
64 H 1.426 0.484 -3.227  0.1325
65 H -0.305 0.146 -5.489  0.1386
66 H 0.739 1.545 -5.216  0.1389
67 H -1.596 2.099 -5.481  0.1929
68 H -2.506 0.127 -4.433  0.1386
69 H -3.231 1.634 -3.866  0.1382
70 H -1.951 -0.305 -2.189  0.1323
71 H -2.336 1.340 -1.693  0.0841

3.
The following is a DFT calculation (ωB97M-V with the def2-TZVPD basis set) of a structure of composition C28H33ClHoN2O2 at a distorted geometry.

Total energy (eV): -74966.6303
Kohn-Sham gap (spin up / spin down) (hartree): 0.160 / 0.163
Spin multiplicity: 5
Net charge: -1

Last column: Löwdin spin population.
Geometry (Å):
1 Ho 0.356 -0.005 -0.020  4.0442
2 Cl 2.401 -0.054 -1.590  -0.0052
3 N 0.203 2.221 0.082  -0.0066
4 N 0.130 -2.225 0.103  -0.0049
5 C -0.293 2.988 -0.872  0.0018
6 C -0.357 -2.987 -0.858  0.0000
7 C 1.194 2.977 0.859  0.0001
8 C 1.512 4.115 -0.119  -0.0001
9 C 2.435 2.166 1.262  0.0007
10 C 0.448 3.417 2.115  -0.0001
11 H 2.927 1.737 0.377  0.0001
12 H 2.183 1.334 1.947  0.0003
13 H 3.135 2.851 1.766  0.0001
14 H -0.435 3.984 1.784  0.0000
15 H 1.120 4.042 2.717  0.0000
16 H 0.120 2.511 2.655  0.0000
17 C 1.084 -2.998 0.911  0.0002
18 C 1.391 -4.159 -0.043  0.0000
19 C 0.302 -3.400 2.157  0.0000
20 C 2.341 -2.221 1.328  0.0005
21 H 2.855 -1.807 0.447  0.0001
22 H 3.016 -2.926 1.836  0.0001
23 H 2.101 -1.382 2.010  0.0003
24 H -0.594 -3.942 1.815  0.0000
25 H -0.005 -2.477 2.678  0.0000
26 H 0.941 -4.036 2.782  0.0000
27 O 0.248 -4.158 -1.007  -0.0002
28 H 1.448 -5.145 0.449  0.0000
29 H 2.279 -3.913 -0.653  0.0000
30 O 0.341 4.139 -1.052  0.0008
31 H 2.374 3.831 -0.751  0.0000
32 H 1.616 5.105 0.357  0.0000
33 C -1.440 2.564 -1.734  0.0003
34 C -1.467 -2.548 -1.761  0.0000
35 C -1.384 -1.204 -2.522  -0.0004
36 H -2.362 -2.456 -1.108  -0.0002
37 H -1.597 -3.371 -2.472  0.0000
38 C -1.352 0.010 -1.796  -0.0179
39 C -1.377 1.231 -2.510  0.0002
40 H -1.865 0.022 0.117  -0.0179
41 C -1.587 1.238 -3.922  -0.0004
42 C -1.707 0.025 -4.613  0.0014
43 C -1.844 2.527 -4.651  -0.0002
44 C -1.595 -1.196 -3.934  -0.0004
45 H -1.948 0.030 -5.688  0.0001
46 C -1.861 -2.476 -4.675  -0.0002
47 H -1.988 -2.231 -5.735  0.0000
48 H -2.781 -2.964 -4.318  0.0000
49 H -1.022 -3.172 -4.558  0.0000
50 H -2.763 3.015 -4.292  0.0000
51 H -1.968 2.294 -5.714  0.0000
52 H -1.002 3.218 -4.523  0.0000
53 H -1.601 3.397 -2.427  0.0000
54 H -2.308 2.460 -1.046  -0.0001
55 C -0.010 0.009 2.237  -0.0088
56 C 0.055 -0.038 3.488  0.0042
57 C 0.069 -0.048 4.882  0.0007
58 C -0.426 -1.193 5.563  0.0021
59 C -0.650 -1.049 6.916  -0.0002
60 C -0.147 0.093 7.596  0.0029
61 C 0.577 1.085 6.947  0.0000
62 C 0.567 1.113 5.559  0.0025
63 H -0.626 -2.110 4.975  0.0001
64 H -1.182 -1.842 7.423  -0.0001
65 H -0.303 0.175 8.660  0.0002
66 H 1.133 1.857 7.455  -0.0001
67 H 0.945 1.954 4.943  0.0001